{
  "formula": "C21H34ClIOP3Sc",
  "method": "wB97M-V/def2-TZVPD",
  "elements": ["C", "C", "H", "H", "H", "O", "I", "Sc", "P", "C", "C", "H", "H", "H", "H", "H", "H", "C", "H", "H", "H", "P", "C", "C", "H", "H", "H", "C", "H", "H", "H", "H", "H", "H", "Cl", "C", "P", "C", "C", "C", "C", "C", "C", "C", "C", "C", "C", "C", "C", "H", "H", "H", "H", "H", "H", "H", "H", "H", "H", "H", "H", "H"],
  "positions_angstrom": [[0.05104, -0.17315, -5.04843], [-0.05661, -1.17572, -3.90882], [-0.08638, 0.84077, -4.54026], [-0.82934, -0.56196, -5.72520], [1.08239, -0.34937, -5.53023], [0.28406, -1.08674, -2.69011], [-0.44219, -3.66033, -2.57617], [1.15454, -0.01242, 0.44799], [2.85981, -1.12603, -1.31218], [4.26295, -0.43670, -0.39570], [3.30790, -2.91516, -1.45390], [4.39217, -2.95040, -1.66658], [4.39518, -0.89382, -3.16746], [2.72344, -3.41193, -2.25303], [2.79645, -1.38758, -3.78325], [4.19409, -0.74399, 0.63856], [3.10243, -3.43004, -0.50324], [3.31306, -0.74534, -3.06416], [5.17297, -0.81080, -0.85094], [3.07252, 0.29537, -3.29557], [4.24184, 0.64470, -0.46814], [-2.39783, -1.06582, -1.29947], [-3.48634, -0.03989, -0.25599], [-3.07898, -0.55416, -2.94950], [-2.84161, -3.31291, -2.06260], [-4.39808, -2.51103, -1.59031], [-3.22579, -3.13521, -0.32721], [-3.33429, -2.65597, -1.31000], [-2.64368, -1.16036, -3.74551], [-4.16732, -0.69387, -2.94438], [-4.52491, -0.12966, -0.57779], [-3.17661, 1.00975, -0.33394], [-2.85890, 0.49767, -3.14341], [-3.38930, -0.34373, 0.78808], [0.08111, -2.70623, -4.76970], [1.51657, 2.15715, 0.59312], [-0.38396, 1.55569, 1.21618], [0.10074, -0.13469, 2.32347], [1.38601, -0.65891, 2.57558], [1.52689, -1.67114, 3.55267], [0.43029, -2.15784, 4.26119], [-0.84636, -1.62635, 3.98863], [-1.02751, -0.62025, 3.02907], [-1.10006, 2.68807, 2.35530], [-2.15808, 3.48427, 1.89491], [-2.51091, 4.61587, 2.60704], [-1.76652, 5.02057, 3.70634], [-0.67356, 4.26927, 4.10790], [-0.29362, 3.11426, 3.41815], [2.06824, 2.45712, 1.41618], [2.51270, 1.34430, 0.19005], [1.51009, 2.77886, -0.26742], [2.29789, -0.13666, 2.19495], [2.50840, -2.02453, 3.87988], [0.54304, -2.88648, 5.10451], [-1.68479, -1.95772, 4.59986], [-2.00506, -0.16149, 2.91563], [-2.59851, 3.20763, 0.89732], [-3.38517, 5.17164, 2.28948], [-2.08561, 5.87911, 4.27595], [-0.07244, 4.60824, 4.92201], [0.64152, 2.57607, 3.62066]],
  "forces_ev_per_a": [[-1.6, 0.1, 0.9], [4.7, 1.7, 3.2], [0.2, -1.1, -1.4], [1.9, 1.6, 0.7], [-1.7, 0.5, 0.7], [-2.1, 1.0, -5.8], [-0.4, -4.1, 3.5], [0.0, -3.9, -3.6], [0.3, -1.2, -1.2], [0.1, -0.1, -0.5], [-0.2, 0.0, 0.6], [-0.5, -0.1, 0.0], [-0.2, 0.0, 0.0], [0.3, 0.4, 0.5], [0.0, 0.0, 0.3], [0.2, -0.1, 0.4], [0.1, 0.0, -0.4], [-0.2, 0.8, 0.3], [0.4, 0.0, 0.2], [0.1, -0.1, -0.1], [0.3, 0.2, 0.0], [-0.7, -0.3, -0.3], [-0.1, 0.3, 0.1], [0.4, 0.5, 0.3], [-0.9, 0.5, 0.7], [0.6, 0.0, 0.4], [-0.3, 0.0, -0.3], [0.2, -0.4, 0.1], [-0.1, -0.1, -0.1], [0.3, 0.0, -0.1], [0.0, 0.1, 0.2], [-0.1, -0.1, 0.0], [0.0, 0.0, -0.1], [-0.1, 0.0, 0.0], [0.2, 0.1, -2.4], [0.1, -2.0, 0.0], [0.4, 0.2, -0.8], [-1.2, 1.2, 0.7], [-0.1, -0.5, 1.4], [0.3, -0.1, 0.6], [-0.3, 0.2, 0.1], [0.2, 0.3, -0.1], [0.9, -0.3, 0.4], [1.3, 0.8, 0.0], [0.0, -0.7, -1.2], [-0.5, 0.0, -0.3], [-0.4, -0.6, 0.0], [0.6, -0.6, -0.3], [-0.4, 0.5, 0.4], [0.9, 1.7, 1.5], [-2.3, 1.2, 0.7], [-0.4, 1.0, -0.3], [-0.1, -0.4, 0.5], [-0.2, 0.2, -0.5], [0.0, 0.7, -1.1], [0.1, 0.1, -0.3], [0.1, -0.1, -0.2], [0.0, 0.4, 1.3], [0.2, 0.1, 0.0], [0.1, 0.2, 0.0], [0.3, 0.2, 0.5], [-0.5, 0.3, 0.3]],
  "charge": 2,
  "e_lumo_ev": [-6.74, -6.49],
  "homo_lumo_gap_ha": [0.21295, 0.23705],
  "multiplicity": 1,
  "de_lowest_kj_mol": 299.89,
  "homo_energy_ev": [-12.5, -12.9]
}